Record 1
21
Properties=species:S:1:pos:R:3:forces:R:3:lowdin_charge:R:1 method="wB97M-V/def2-TZVPD" lumo_ev=0.87 orbital_gap_ev=8.78
H -3.362601 -0.938086 -1.680544 0.342 0.094 -0.100 0.0872
H 0.727621 -2.007337 1.428823 -0.142 0.208 -0.089 0.0809
H -0.340913 2.187134 -1.680764 0.162 -0.095 0.333 0.0835
H -1.965101 -2.008237 -1.460601 -0.028 -0.022 0.206 0.0851
C -0.188019 0.618508 -0.473171 -4.263 -2.359 -3.536 -0.2289
H 1.349603 0.041164 2.282920 -0.080 0.198 -0.378 0.0747
C -2.417277 -1.066790 -1.143067 -0.107 0.142 0.166 -0.0321
H -2.654841 -1.080354 -0.078432 0.244 -0.228 -0.025 0.0782
C -1.495175 0.078398 -1.471165 1.721 2.356 -0.038 -0.2855
N 1.256175 0.590644 1.429149 -2.575 -1.909 0.015 -0.0844
C 2.569391 0.958918 0.936053 0.159 -0.223 -0.624 -0.1694
H 2.925719 0.269246 0.157617 0.119 0.216 0.019 0.0795
H -0.320533 -2.229985 0.048544 -0.133 0.109 0.128 0.0686
C -0.143376 -1.587082 0.912695 -0.171 0.031 0.071 -0.0661
H 2.561034 1.976940 0.534995 0.079 -0.174 -0.142 0.0545
H -0.994405 -1.643656 1.597540 0.024 -0.192 -0.049 0.0805
H 0.487800 2.458520 -0.203357 0.059 0.155 -0.225 0.0895
C 0.135701 -0.176583 0.517509 4.606 2.546 2.492 -0.2053
O -1.716640 0.785215 -2.446079 0.301 -0.861 1.169 0.0367
H 3.303927 0.956396 1.751947 -0.305 -0.102 -0.069 0.0758
N 0.281910 1.817026 -0.960612 -0.012 0.108 0.675 0.0971

=====

Record 2
21
Properties=species:S:1:pos:R:3:forces:R:3:lowdin_charge:R:1 method="wB97M-V/def2-TZVPD" lumo_ev=0.47 orbital_gap_ev=8.66
C -0.302262 0.590376 0.276016 4.798 1.376 -1.179 -0.2489
C 0.208506 -0.930116 -0.282580 -3.428 -1.363 0.973 -0.0215
N -1.304754 1.477710 -0.060180 -1.540 -0.387 -0.700 0.0574
N 0.884542 1.249444 -1.994716 0.315 -0.905 0.673 0.1212
H -2.029530 1.056025 -0.649840 0.100 0.153 0.371 0.0843
H 3.090037 0.240870 -0.434439 0.061 0.097 -0.029 0.0845
C -1.253733 -1.058317 0.127498 0.544 -3.467 -2.281 -0.5494
C 2.410543 1.035017 -0.118313 0.049 -0.482 0.105 -0.0474
H -1.861687 -2.853893 1.111002 -0.043 0.244 -0.182 0.0926
H -1.039008 2.405544 -0.365817 0.350 -0.320 -0.149 0.0992
H 0.340267 -1.286335 -1.298141 0.115 0.922 -0.239 0.1309
O -2.152778 -0.957637 -0.749226 0.895 0.589 1.379 -0.0379
H -0.053456 1.002919 -2.331106 0.052 0.389 0.206 0.0687
H 0.229841 0.792298 1.200840 -0.492 -0.483 0.281 0.1274
H 0.911860 -1.389633 0.407232 -0.092 0.607 0.156 0.1250
C 1.081111 0.862353 -0.799696 -1.250 2.241 0.050 -0.4005
H 2.849261 1.995096 -0.395304 -0.127 -0.123 -0.081 0.0875
C -1.497830 -1.863474 1.392184 -0.043 1.022 0.718 -0.0078
H -0.594401 -1.996057 1.994600 -0.100 0.127 -0.077 0.0765
H -2.246609 -1.355361 2.001113 -0.128 -0.247 0.064 0.0851
H 2.330080 0.983170 0.968873 -0.038 0.011 -0.059 0.0730

=====

Record 3
21
Properties=species:S:1:pos:R:3:forces:R:3:lowdin_charge:R:1 method="wB97M-V/def2-TZVPD" lumo_ev="0.32 / 0.31" orbital_gap_ev="7.71 / 8.77"
H -1.624379 -1.100290 2.031696 0.197 -0.246 0.195 0.0871
H 2.266362 0.357284 -1.726035 -1.167 -0.436 -0.732 0.1185
H 0.651448 -0.206371 -2.320250 -2.190 0.102 -2.646 0.0387
C -2.076256 -0.377513 -0.868151 -1.277 1.204 1.015 -0.1760
N -1.035182 -0.591602 0.089986 0.765 0.274 -0.119 -0.0908
H -2.925821 0.195207 -0.385229 0.552 -0.528 -0.775 0.0909
H 1.595423 -1.054327 -1.192820 0.145 -2.727 0.919 0.0169
H 3.190133 -0.066221 0.947822 -0.475 -0.402 -0.111 0.0960
H -2.458749 -1.301101 -1.246060 -0.331 -0.905 -0.145 0.0650
O 1.203884 0.656019 0.938367 1.724 -0.369 -0.422 -0.1494
C -0.123908 1.823030 -0.622816 0.586 0.456 0.361 -0.2225
C 1.265216 -0.153112 -1.528147 3.314 5.056 4.038 0.0185
H 1.870713 -1.306861 0.584641 0.281 -0.042 0.841 0.0784
C 0.746319 0.768704 -0.323018 -1.359 -3.798 -0.946 -0.3151
H -2.273893 0.363057 1.471871 -2.544 1.972 0.033 0.0320
H 2.148431 -0.560465 2.331859 -0.136 -0.346 -1.631 0.1168
C 2.188945 -0.461034 1.200825 -0.854 1.924 0.805 0.0165
N -0.800025 2.715793 -0.896605 -0.370 0.245 -0.181 0.1806
H -0.572998 0.320282 1.820554 -0.063 0.034 0.725 0.0697
H -1.798801 0.190190 -1.743272 0.474 0.311 -0.318 0.0585
C -1.436864 -0.210666 1.434782 2.728 -1.781 -0.904 -0.1304

=====

Record 4
21
Properties=species:S:1:pos:R:3:forces:R:3:lowdin_charge:R:1 method="wB97M-V/def2-TZVPD" lumo_ev="0.06 / 0.07" orbital_gap_ev="9.15 / 8.35"
H 0.425133 4.182054 -0.995149 -0.109 -0.212 -0.001 0.0704
H -1.497851 0.786047 -0.747491 0.148 -0.248 0.165 0.0541
H -1.233959 -1.241760 -1.956753 0.010 0.007 0.054 0.0892
H 1.854857 0.570624 -0.252096 -0.013 -0.029 0.009 0.0780
H -1.777360 -1.284022 1.791906 0.012 0.016 -0.018 0.0743
H 0.326439 3.082318 0.502293 -0.149 -0.191 -0.192 0.0659
H 0.358657 -2.656461 1.497987 0.014 0.077 -0.011 0.0530
H 0.439530 -0.671382 -1.877922 0.010 -0.005 0.039 0.0858
C 0.773993 -0.924273 0.856917 -0.096 -0.122 -0.034 -0.3768
H -2.571056 -1.622407 0.148502 0.029 0.001 -0.007 0.0690
N -0.491433 2.388949 -1.273937 0.287 1.098 -0.663 0.0977
H 1.262761 1.101230 1.306080 0.011 -0.071 -0.011 0.0690
C 1.702422 0.250687 0.780297 -0.015 0.042 0.025 -0.0353
H 2.654337 -0.005900 1.240341 -0.037 -0.027 -0.020 0.0802
H 0.044117 -2.335455 -1.405820 -0.002 0.000 -0.013 0.0930
C -1.687018 -1.370548 0.718885 -0.669 -1.150 0.473 0.0983
C 0.094101 3.219249 -0.564681 0.180 0.317 0.065 -0.1579
N 1.097382 -1.948283 1.533411 -0.093 0.133 -0.111 0.1568
C -0.302580 -1.301913 -1.388717 -0.028 -0.040 0.166 -0.0141
C -0.524954 -0.852996 0.051604 -0.065 1.946 -0.372 -0.5353
O -0.947518 0.634242 0.034340 0.575 -1.541 0.458 -0.1154

=====

Record 5
21
Properties=species:S:1:pos:R:3:forces:R:3:lowdin_charge:R:1 method="wB97M-V/def2-TZVPD" lumo_ev="0.62 / 0.62" orbital_gap_ev="7.96 / 7.96"
C -0.391911 0.305543 1.758738 -0.809 0.490 -0.323 -0.1005
H 2.711261 -0.054096 -1.477926 -0.171 0.024 0.047 0.0803
H -2.117633 2.481438 0.134722 0.519 -0.138 -0.305 0.1120
O -1.084784 1.842437 -2.390331 0.798 -1.442 0.634 0.0795
C 1.965691 -0.734790 -1.057372 -0.469 -0.436 -0.242 -0.0160
C 0.818101 0.008628 -0.436501 -1.532 -2.308 2.090 -0.3207
H 1.587990 -1.364970 -1.869335 0.205 0.004 -0.102 0.0895
H -1.446687 0.214891 2.036780 0.034 0.181 0.117 0.0644
C -0.869502 1.438843 -1.245300 1.087 4.546 -3.486 -0.4944
H -0.144405 1.367249 1.681402 -0.118 -0.161 -0.119 0.0670
C -0.184428 -1.968316 0.736445 0.203 0.062 -0.148 -0.0911
H -2.565971 0.884331 -0.338671 -0.081 0.441 0.121 0.1057
N 0.514422 1.232208 -0.911079 -0.865 2.021 -0.070 0.0934
H 0.186782 -0.083367 2.606574 0.066 -0.276 -0.238 0.0768
H -0.150505 -2.537421 -0.196124 -0.018 -0.019 0.083 0.0712
H 1.193541 1.744169 -1.468975 -0.613 -0.304 -0.183 0.1459
N -1.882706 1.628005 -0.346529 -1.082 -1.956 1.782 0.1153
C -0.099906 -0.477212 0.492401 2.908 -0.774 0.401 -0.3113
H 2.457799 -1.390641 -0.335432 -0.107 0.110 -0.026 0.0818
H -1.123600 -2.206711 1.245478 0.066 -0.023 -0.081 0.0734
H 0.626452 -2.330219 1.381036 -0.020 -0.042 0.046 0.0778

=====

Record 6
22
Properties=species:S:1:pos:R:3:forces:R:3:lowdin_charge:R:1 method="wB97M-V/def2-TZVPD" lumo_ev=0.77 orbital_gap_ev=9.97
H 1.711127 2.174795 -0.928444 -0.492 -1.493 1.787 0.2833
H -0.505106 -0.095564 1.710290 -0.042 -0.133 -0.144 0.1313
H -3.794186 -0.170395 -1.578450 -0.009 0.155 0.215 0.0738
O 1.172175 -1.666895 -0.772504 -0.128 0.353 0.202 0.0196
C 1.587707 0.653862 -0.056677 -2.653 1.900 -4.097 -0.4441
H -2.856139 0.528487 1.269724 0.000 -0.136 -0.197 0.1148
H -1.420868 -0.567594 -1.035124 0.041 0.053 0.105 0.1255
H 2.886934 -1.616697 0.472274 -0.256 -0.018 0.037 0.1287
H 0.312395 1.813096 0.895631 0.155 0.822 -0.199 0.0696
O 2.176964 0.824219 -1.190345 1.445 -0.586 0.271 -0.0365
H -4.820658 0.457315 -0.270523 0.246 -0.014 -0.113 0.0727
N 1.107102 1.841787 0.255788 0.219 -0.401 1.102 0.0979
N -1.460613 -0.083135 -0.141665 0.143 0.040 -0.174 -0.0661
C -0.501475 -0.673716 0.772480 -0.058 0.118 0.160 -0.1663
H 1.446552 -2.601324 1.121024 0.158 0.141 -0.163 0.1210
C 1.808446 -1.787154 0.487787 -0.023 -0.540 0.215 -0.0710
H -0.757925 -1.715804 1.040122 0.149 0.143 -0.041 0.1316
H -3.138700 -1.112032 0.667615 0.024 0.178 -0.032 0.1126
H -3.528313 1.476703 -0.956167 -0.058 -0.286 0.074 0.0767
C -3.798069 0.450428 -0.670355 -0.099 0.125 -0.145 -0.1033
C -2.826236 -0.094051 0.361280 -0.030 -0.100 0.293 -0.3099
C 0.900059 -0.667687 0.208482 1.268 -0.319 0.844 -0.3620

=====

Record 7
22
Properties=species:S:1:pos:R:3:forces:R:3:lowdin_charge:R:1 method="wB97M-V/def2-TZVPD" lumo_ev=0.89 orbital_gap_ev=10.27
O -3.425009 0.756979 0.126819 -1.224 -0.980 0.110 -0.0959
H 1.427295 0.884251 -3.453361 0.136 -0.307 0.766 0.1036
H -4.306817 0.312533 0.067176 1.044 0.754 -0.034 0.1100
H -0.956781 -1.889769 1.619709 0.255 0.061 -0.226 0.1157
C -0.392190 -1.071043 1.153535 -1.659 -0.425 -1.911 -0.1257
H -1.639117 1.941619 -0.048360 0.520 0.281 0.154 0.0736
N -2.631275 -0.346543 0.487761 1.214 -0.311 -0.039 0.0246
H 2.227012 1.289514 -0.023401 0.019 -0.417 -0.217 0.0821
H 0.286003 -0.685752 1.875615 0.399 0.647 0.667 0.0894
C 0.415418 -1.576521 -0.068234 0.626 0.465 0.221 -0.1369
C 2.271580 0.190725 -0.028560 0.894 -0.530 1.285 -0.0468
O 1.794638 0.666406 -2.573068 -0.289 0.665 -0.496 -0.0712
H -0.165477 -2.046617 -0.828229 -0.918 -0.471 -0.231 0.1005
N 0.855071 -0.191678 -1.997089 0.160 -0.661 -0.216 0.0413
H 3.273602 -0.129347 -0.349196 -0.254 0.298 -0.400 0.0880
C 1.178519 -0.480705 -0.804391 0.120 -0.059 1.068 -0.3786
H 1.123922 -2.332157 0.310061 0.059 0.296 -0.280 0.1220
H 0.052970 1.578808 0.454160 0.240 0.206 0.103 0.0483
H 2.267423 -0.178121 1.036880 -0.321 0.533 -0.941 0.0902
C -0.990588 1.462561 0.692942 -1.137 -1.158 -0.610 -0.0073
C -1.404727 -0.021934 0.674424 -0.164 1.109 1.341 -0.3203
H -1.261471 1.866792 1.674809 0.280 0.004 -0.114 0.0934

=====

Record 8
22
Properties=species:S:1:pos:R:3:forces:R:3:lowdin_charge:R:1 method="wB97M-V/def2-TZVPD" lumo_ev=0.85 orbital_gap_ev=8.89
H -1.273731 -1.235204 -0.281027 0.028 0.120 0.217 0.1243
C -0.776433 0.168616 2.178736 0.144 0.106 -0.397 -0.0880
O 1.296098 1.419465 -0.603672 -0.266 -0.104 -0.340 0.0796
H -0.608008 1.727062 0.824501 -0.066 -0.079 -0.098 0.1459
H -3.600433 -0.654616 -0.687621 -0.079 0.048 0.580 0.0439
H 2.183885 0.501498 1.862004 0.002 -0.044 -0.015 0.0988
C 0.777162 0.135307 -1.117259 0.732 0.087 0.814 -0.4667
N 1.802179 -0.171432 1.205583 -0.018 0.093 -0.055 0.1483
H -3.098650 0.967062 -1.410161 0.041 0.026 -0.138 0.0520
C 0.882259 0.445990 0.322197 -0.747 -0.505 0.028 -0.5318
H -0.166279 0.572249 2.991619 -0.167 -0.057 0.070 0.0770
H -0.629447 -0.907993 2.141269 -0.040 -0.049 0.083 0.0805
H 1.498851 -1.760149 -1.787269 -0.018 -0.058 -0.006 0.0926
H -1.832253 0.378989 2.342599 -0.012 -0.013 0.136 0.0841
H 2.564770 -0.603826 0.701629 -0.020 0.057 0.013 0.0812
C -1.549727 -0.268704 -0.690615 0.578 -0.602 -2.535 -0.1835
N -0.430470 0.730357 0.878264 1.340 0.608 0.753 -0.0377
O -0.470174 0.180335 -1.645337 -1.755 -0.119 1.454 0.0011
C 1.763878 -0.708550 -1.880295 -0.307 0.327 -0.048 0.0287
C -2.824532 0.065040 -0.884032 0.546 0.171 -0.454 -0.0039
H 1.711333 -0.433011 -2.931432 0.064 -0.026 -0.097 0.0910
H 2.779723 -0.548482 -1.529681 0.021 0.015 0.034 0.0824

=====

Energy above the lowest of the compared OMol25 structures with the same formula, charge and spin
In order: 2.322; 4.669; 5.393; 5.189; 2.445; 4.241; 3.812; 3.421
Unit: eV